Record 1
Molecular formula: C13H16N4O
Method: DFT, the ωB97M-V functional and the def2-TZVPD basis

ORCA input file:
```
! RIJCOSX wB97M-V def2-TZVPD def2/J DEFGRID3
* xyz 0 1
C -3.204 -0.240 1.393
H -3.423 0.790 1.661
H -2.540 -0.667 2.141
H -4.143 -0.789 1.415
C -2.580 -0.343 -0.004
C -1.180 0.248 -0.034
C -0.820 1.301 0.804
C 0.444 1.855 0.760
C 1.399 1.361 -0.121
C 1.042 0.337 -0.991
C -0.229 -0.201 -0.947
H -0.470 -0.989 -1.642
H 1.745 -0.029 -1.726
C 2.752 1.967 -0.120
O 2.984 3.152 -0.091
N 3.805 1.074 -0.154
N 3.698 -0.276 0.072
C 4.105 -1.297 -0.740
N 3.800 -2.435 -0.203
N 3.178 -2.196 0.962
C 3.118 -0.914 1.134
H 2.677 -0.406 1.965
H 4.614 -1.153 -1.670
H 4.736 1.477 -0.111
H 0.708 2.672 1.415
H -1.529 1.706 1.507
C -3.436 0.452 -1.001
H -4.452 0.063 -1.016
H -3.471 1.503 -0.723
H -3.022 0.379 -2.005
C -2.570 -1.822 -0.409
H -3.552 -2.257 -0.235
H -2.341 -1.950 -1.463
H -1.841 -2.376 0.178
*
```

Values from the calculation:
relative energy (zero: lowest compared OMol25 entry of this formula, charge and spin): 155.4 kJ/mol
E_tot: -21747.67555 eV
frontier orbital gap: 10.06 eV
E_LUMO: 0.5 eV
structure (SMILES): CC(C)(C)c1ccc(C(=O)Nn2cnnc2)cc1

---

Record 2
Molecular formula: C16H32O32S8
Method: DFT, the ωB97M-V functional and the def2-TZVPD basis

ORCA input file:
```
! RIJCOSX wB97M-V def2-TZVPD def2/J DEFGRID3
* xyz 0 1
C -6.449 -2.535 -0.089
C -6.450 -2.887 1.394
O -5.430 -2.075 1.961
S -4.314 -1.714 0.873
O -3.121 -2.411 1.148
O -4.259 -0.312 0.697
O -5.063 -2.348 -0.386
H -7.052 -1.657 -0.321
H -6.803 -3.382 -0.671
H -6.232 -3.951 1.505
H -7.435 -2.701 1.817
C -3.276 -5.441 2.780
C -3.159 -4.244 3.704
O -1.753 -4.059 3.883
S -0.930 -4.725 2.690
O -0.194 -5.783 3.269
O -0.246 -3.773 1.905
O -2.164 -5.289 1.876
H -4.151 -5.371 2.138
H -3.207 -6.391 3.306
H -3.561 -4.504 4.684
H -3.650 -3.358 3.317
C -0.269 -0.463 1.044
C 1.150 -0.858 0.790
O 1.781 0.414 0.709
S 0.868 1.405 -0.123
O 1.216 1.376 -1.496
O 0.755 2.647 0.530
O -0.490 0.582 0.078
H -0.230 0.038 2.025
H -1.091 -1.162 1.124
H 1.224 -1.350 -0.195
H 1.609 -1.628 1.402
C 3.949 2.759 -2.640
C 4.775 4.019 -2.597
O 4.351 4.565 -1.349
S 4.464 3.370 -0.281
O 3.591 3.665 0.775
O 5.817 3.085 0.023
O 3.877 2.281 -1.297
H 4.296 1.993 -3.338
H 2.911 2.898 -2.947
H 4.648 4.711 -3.423
H 5.844 3.787 -2.548
C 0.919 4.658 -2.795
C -0.575 4.436 -2.558
O -1.189 4.352 -3.843
S -0.088 4.144 -4.994
O -0.020 5.305 -5.779
O -0.271 2.889 -5.624
O 1.198 4.032 -4.052
H 1.426 4.207 -1.943
H 1.182 5.708 -2.920
H -0.796 5.329 -1.975
H -0.729 3.480 -2.064
C 2.460 -0.744 -5.325
C 1.536 -0.038 -4.315
O 0.756 -1.064 -3.687
S 1.391 -2.482 -3.999
O 0.389 -3.459 -4.127
O 2.484 -2.713 -3.128
O 1.922 -2.062 -5.433
H 3.485 -0.752 -4.953
H 2.460 -0.312 -6.321
H 0.892 0.768 -4.668
H 2.096 0.491 -3.540
C -3.741 2.669 0.965
C -4.368 2.438 2.316
O -3.491 3.188 3.192
S -1.994 3.142 2.638
O -1.231 2.183 3.345
O -1.529 4.462 2.469
O -2.356 2.458 1.227
H -3.924 3.680 0.585
H -4.076 2.008 0.170
H -4.314 1.390 2.608
H -5.365 2.856 2.421
C 5.187 -2.814 2.703
C 4.416 -3.391 3.917
O 3.369 -2.470 4.203
S 3.878 -1.001 3.802
O 4.802 -0.538 4.761
O 2.775 -0.224 3.416
O 4.610 -1.514 2.497
H 4.925 -3.341 1.785
H 6.270 -2.783 2.786
H 5.098 -3.429 4.769
H 3.984 -4.366 3.724
*
```

Values from the calculation:
relative energy (zero: lowest compared OMol25 entry of this formula, charge and spin): 115.5 kJ/mol
E_tot: -169304.75129 eV
frontier orbital gap: 10.20 eV
E_LUMO: -0.3 eV

---

Record 3
Molecular formula: C5H14N
Method: DFT, the ωB97M-V functional and the def2-TZVPD basis

ORCA input file:
```
! RIJCOSX wB97M-V def2-TZVPD def2/J DEFGRID3
* xyz 1 1
C 0.940 1.133 -0.304
C 0.131 0.683 1.011
C -0.204 -0.796 1.010
C -0.967 -1.045 -0.387
C -2.238 -0.230 -0.625
N 2.170 0.212 -0.435
H 0.147 0.998 -1.113
H 1.323 2.155 -0.375
H -0.878 1.168 0.792
H 0.802 1.168 1.716
H -1.016 -1.054 1.829
H 0.629 -1.552 1.122
H -1.339 -2.101 -0.375
H -0.210 -1.074 -1.199
H -3.139 -0.191 0.096
H -2.195 0.898 -0.700
H -2.796 -0.552 -1.456
H 2.721 0.735 -1.168
H 1.933 -0.692 -0.698
H 2.854 0.137 0.344
*
```

Values from the calculation:
relative energy (zero: lowest compared OMol25 entry of this formula, charge and spin): 186.2 kJ/mol
E_tot: -6893.93223 eV
frontier orbital gap: 11.02 eV
E_LUMO: -3.7 eV
structure (SMILES): CCCCC[NH3+]

---

Record 4
Molecular formula: C8H21KNO3
Method: DFT, the ωB97M-V functional and the def2-TZVPD basis

ORCA input file:
```
! RIJCOSX wB97M-V def2-TZVPD def2/J DEFGRID3
* xyz 1 1
K 1.106 -0.724 0.076
C 0.279 -3.832 -1.421
O -0.165 -2.448 -1.362
C -1.500 -2.346 -1.073
C -1.863 -0.864 -0.804
N -1.148 -0.372 0.379
C -1.404 1.028 0.602
C -0.663 1.347 1.950
O 0.750 1.184 1.759
C 1.462 0.892 2.967
H -0.423 -4.546 -1.852
H 0.462 -4.189 -0.407
H 1.214 -3.948 -1.969
H -1.763 -2.846 -0.141
H -2.157 -2.723 -1.856
H -2.940 -0.772 -0.667
H -1.617 -0.260 -1.678
H -1.519 -0.884 1.167
H -2.473 1.206 0.718
H -1.051 1.712 -0.171
H -0.979 0.607 2.685
H -0.907 2.317 2.383
H 1.167 -0.087 3.343
H 1.344 1.621 3.768
H 2.512 0.827 2.682
C 0.733 2.820 -1.223
C 1.863 1.793 -1.127
O 1.391 0.559 -1.559
H 1.021 3.822 -0.905
H -0.123 2.521 -0.617
H 0.398 2.896 -2.257
H 2.060 1.666 -0.062
H 2.756 2.013 -1.713
H 2.176 0.009 -1.614
*
```

Values from the calculation:
relative energy (zero: lowest compared OMol25 entry of this formula, charge and spin): 269.2 kJ/mol
E_tot: -32586.38137 eV
frontier orbital gap: 10.15 eV
E_LUMO: -2.9 eV

---

Record 5
Molecular formula: C19H24N4O3
Method: DFT, the ωB97M-V functional and the def2-TZVPD basis

ORCA input file:
```
! RIJCOSX wB97M-V def2-TZVPD def2/J DEFGRID3
* xyz 0 1
C -1.138 -2.116 -2.971
C -1.732 -1.436 -1.768
C -2.683 -2.080 -0.981
C -3.210 -1.456 0.139
C -2.794 -0.181 0.491
C -1.846 0.485 -0.279
C -1.360 1.852 0.123
C -0.218 1.774 1.142
C -0.049 3.072 1.907
O -0.994 3.741 2.284
N 1.236 3.433 2.178
C 1.527 4.613 2.960
C 1.467 5.921 2.169
N 2.291 6.817 2.976
C 2.501 8.075 2.527
O 2.054 8.473 1.460
C 3.316 9.002 3.339
C 3.781 10.200 2.982
N 4.435 10.728 4.075
C 4.366 9.847 5.131
N 4.853 10.016 6.282
O 3.665 8.760 4.670
C 3.025 6.096 4.025
C 2.929 4.635 3.583
C 4.038 4.283 2.594
C -1.330 -0.156 -1.401
H -0.772 -1.388 -3.695
H -0.294 -2.748 -2.684
H -1.870 -2.754 -3.466
H -3.018 -3.073 -1.255
H -3.956 -1.963 0.737
H -3.215 0.310 1.362
H -1.033 2.413 -0.754
H -2.170 2.415 0.588
H -0.460 1.011 1.888
H 0.716 1.466 0.667
H 1.989 2.869 1.826
H 0.783 4.658 3.759
H 1.882 5.798 1.165
H 0.454 6.304 2.066
H 3.682 10.712 2.042
H 4.884 11.621 4.146
H 4.663 9.222 6.884
H 4.057 6.439 4.082
H 2.566 6.253 5.003
H 2.980 3.973 4.449
H 3.995 4.910 1.702
H 5.013 4.432 3.059
H 3.998 3.238 2.279
H -0.601 0.364 -2.015
*
```

Values from the calculation:
relative energy (zero: lowest compared OMol25 entry of this formula, charge and spin): 160.1 kJ/mol
E_tot: -32196.55561 eV
frontier orbital gap: 8.82 eV
E_LUMO: 0.5 eV
structure (SMILES): [H]/N=c1/[nH]cc(C(=O)N2C[C@H](C)[C@H](NC(=O)CCc3cccc(C)c3)C2)o1

---

Record 6
Molecular formula: C21H18O4
Method: DFT, the ωB97M-V functional and the def2-TZVPD basis

ORCA input file:
```
! RIJCOSX wB97M-V def2-TZVPD def2/J DEFGRID3
* xyz 0 1
O -0.882 -5.223 -0.086
C 0.073 -4.488 -0.063
O 1.330 -4.970 -0.040
H 1.301 -5.939 -0.046
C 0.008 -3.011 -0.056
C 1.175 -2.246 -0.041
C 1.072 -0.864 -0.034
C -0.186 -0.254 -0.041
C -1.343 -1.019 -0.051
C -1.240 -2.412 -0.062
H -2.132 -3.017 -0.071
O -2.601 -0.519 -0.051
C -2.777 0.890 -0.018
C -4.258 1.157 0.028
C -4.995 1.227 -1.146
C -6.361 1.447 -1.104
C -7.002 1.594 0.114
C -6.274 1.518 1.289
C -4.909 1.298 1.246
H -4.343 1.235 2.164
H -6.771 1.629 2.242
H -8.068 1.767 0.148
H -6.925 1.502 -2.022
H -4.496 1.109 -2.097
H -2.287 1.308 0.871
H -2.335 1.343 -0.916
H -0.208 0.823 -0.035
O 2.123 -0.005 -0.022
C 3.432 -0.538 0.014
C 4.426 0.594 0.013
C 5.604 0.493 0.741
C 6.532 1.519 0.715
C 6.287 2.659 -0.031
C 5.111 2.767 -0.754
C 4.187 1.738 -0.736
H 3.268 1.817 -1.297
H 4.915 3.655 -1.337
H 7.010 3.461 -0.048
H 7.446 1.430 1.283
H 5.797 -0.393 1.329
H 3.604 -1.172 -0.871
H 3.567 -1.156 0.912
H 2.126 -2.750 -0.035
*
```

Values from the calculation:
relative energy (zero: lowest compared OMol25 entry of this formula, charge and spin): 7.8 kJ/mol
E_tot: -30259.31566 eV
frontier orbital gap: 9.13 eV
E_LUMO: 0.5 eV
structure (SMILES): O=C(O)c1cc(OCc2ccccc2)cc(OCc2ccccc2)c1

---

Record 7
Molecular formula: CH2N4O2
Method: DFT, the ωB97M-V functional and the def2-TZVPD basis

ORCA input file:
```
! RIJCOSX wB97M-V def2-TZVPD def2/J DEFGRID3
* xyz 0 1
C -1.868 -0.519 -2.605
N -0.503 -0.701 1.383
N 2.087 1.561 1.516
N 0.546 -0.123 1.018
N 1.407 0.559 1.448
O -1.638 -0.169 -3.666
O -2.190 -0.963 -1.600
H -0.862 -1.094 0.598
H 3.020 1.450 1.908
*
```

Values from the calculation:
relative energy (zero: lowest compared OMol25 entry of this formula, charge and spin): 280.0 kJ/mol
E_tot: -11120.71900 eV
frontier orbital gap: 9.10 eV
E_LUMO: 0.2 eV
structure (SMILES): [H]/N=N/N=N/[H].O=C=O

---

Record 8
Molecular formula: C41H53N4OSi
Method: DFT, the ωB97M-V functional and the def2-TZVPD basis

ORCA input file:
```
! RIJCOSX wB97M-V def2-TZVPD def2/J DEFGRID3
* xyz 1 1
C -1.988 -5.094 0.488
Si -2.408 -3.757 1.708
C -4.229 -3.401 1.777
C -1.786 -4.121 3.409
O -1.772 -2.346 1.100
C -0.648 -1.528 1.333
C -0.857 -0.655 2.585
C -2.147 -0.297 2.979
C -2.322 0.597 4.036
C -1.216 1.193 4.645
C 0.076 0.866 4.222
C 0.252 -0.095 3.230
C 0.603 -2.426 1.364
C 1.166 -2.817 2.581
C 2.207 -3.756 2.600
C 2.654 -4.340 1.413
C 2.056 -3.987 0.199
C 1.035 -3.029 0.178
C -0.628 -0.545 0.102
C -1.999 0.091 -0.216
C -1.953 1.536 0.259
C -0.473 1.859 0.520
N 0.243 0.607 0.340
C 1.556 0.558 0.503
C 2.392 1.599 0.967
C 2.281 2.894 1.451
C 3.590 3.553 1.586
C 3.958 4.702 0.847
C 5.290 5.095 0.748
C 6.302 4.346 1.362
C 5.958 3.240 2.154
C 4.628 2.863 2.273
H -2.456 -6.036 0.806
H -2.364 -4.830 -0.508
H -0.904 -5.246 0.420
H -4.740 -4.303 2.144
H -4.444 -2.564 2.458
H -4.613 -3.149 0.778
H -2.478 -4.856 3.846
H -0.777 -4.544 3.405
H -1.787 -3.221 4.035
H -3.014 -0.727 2.468
H -3.329 0.817 4.392
H -1.362 1.885 5.479
H 0.967 1.323 4.656
H 1.264 -0.376 2.931
H 0.799 -2.404 3.522
H 2.667 -4.022 3.555
H 3.460 -5.078 1.425
H 2.371 -4.444 -0.744
H 0.549 -2.785 -0.772
H -0.285 -1.093 -0.789
H -2.073 0.076 -1.313
H -2.847 -0.484 0.168
H -2.345 2.225 -0.494
H -2.540 1.691 1.178
H -0.070 2.601 -0.191
H -0.301 2.274 1.528
H 2.073 -0.356 0.223
H 3.428 1.236 0.884
H 1.358 3.453 1.610
H 3.173 5.222 0.282
H 5.544 5.988 0.164
H 7.347 4.612 1.214
H 6.734 2.659 2.659
H 4.353 1.980 2.847
C 2.982 6.841 4.656
N 1.936 6.341 3.788
C 1.956 6.790 2.405
C 1.056 5.374 4.173
N 0.371 4.742 3.227
C -1.041 4.496 3.499
C -2.015 5.217 2.569
C -2.131 4.777 1.254
C -3.091 5.328 0.403
C -3.882 6.400 0.840
C -3.732 6.880 2.149
C -2.794 6.297 3.010
N 0.962 5.162 5.546
C 0.899 6.289 6.465
C 0.444 3.940 6.141
H 3.257 6.081 5.399
H 3.865 7.079 4.053
H 2.682 7.768 5.167
H 1.325 6.109 1.825
H 1.563 7.812 2.332
H 2.984 6.781 2.025
H -1.206 3.413 3.424
H -1.298 4.796 4.531
H -1.458 3.994 0.897
H -3.222 4.905 -0.594
H -4.614 6.853 0.162
H -4.357 7.703 2.501
H -2.659 6.678 4.023
H 0.636 7.218 5.947
H 0.137 6.095 7.230
H 1.859 6.418 6.983
H 0.582 3.086 5.481
H 0.989 3.736 7.069
H -0.625 4.053 6.395
*
```

Values from the calculation:
relative energy (zero: lowest compared OMol25 entry of this formula, charge and spin): 42.3 kJ/mol
E_tot: -59257.40938 eV
frontier orbital gap: 6.10 eV
E_LUMO: -4.1 eV

---

Record 9
Molecular formula: C27H26Cl2N5O7S2Sc
Method: DFT, the ωB97M-V functional and the def2-TZVPD basis

ORCA input file:
```
! RIJCOSX wB97M-V def2-TZVPD def2/J DEFGRID3
* xyz 0 1
Sc -0.605 -0.083 -1.316
C -2.641 -1.288 4.083
C -1.482 -2.144 3.607
N -0.326 -1.336 3.207
C 0.458 -0.774 4.324
C 0.242 0.709 4.555
C 0.002 -1.102 1.937
S -0.932 -1.820 0.678
N 1.136 -0.335 1.842
C 1.629 0.175 0.753
O 1.120 0.137 -0.428
C 2.922 0.912 0.857
C 3.431 1.577 -0.251
C 4.631 2.266 -0.152
C 5.320 2.293 1.052
C 4.809 1.635 2.165
C 3.611 0.947 2.067
H -3.508 -1.922 4.273
H -2.905 -0.547 3.329
H -2.409 -0.761 5.010
H -1.781 -2.766 2.772
H -1.131 -2.810 4.399
H 1.512 -0.988 4.149
H 0.151 -1.344 5.202
H 0.555 1.290 3.690
H 0.834 1.028 5.415
H -0.804 0.941 4.751
H 2.877 1.564 -1.180
H 5.026 2.788 -1.013
H 6.256 2.831 1.129
H 5.341 1.660 3.107
H 3.193 0.432 2.920
N 1.478 -6.194 -4.955
C 1.983 -5.765 -3.768
O 2.875 -6.342 -3.184
C 1.364 -4.514 -3.200
C 2.125 -3.727 -2.354
C 1.562 -2.579 -1.826
N 0.313 -2.202 -2.101
C -0.420 -2.964 -2.908
C 0.059 -4.131 -3.475
H 1.923 -6.990 -5.380
H 0.889 -5.610 -5.520
H 3.137 -4.014 -2.108
H 2.115 -1.933 -1.158
H -1.428 -2.627 -3.124
H -0.597 -4.726 -4.097
Cl 1.175 0.729 -5.904
C 0.490 1.843 -4.720
Cl -0.867 2.768 -5.406
C 0.004 1.161 -3.453
O -0.373 -0.044 -3.453
O 0.000 1.844 -2.409
H 1.259 2.556 -4.444
O -2.109 1.710 2.582
S -1.695 2.369 1.378
O -0.539 3.211 1.394
N -1.589 1.287 0.159
C -2.573 1.412 -0.723
O -2.622 0.618 -1.702
C -3.481 2.563 -0.478
C -4.547 3.013 -1.231
C -5.208 4.151 -0.785
C -4.800 4.807 0.375
C -3.726 4.347 1.131
C -3.083 3.216 0.673
H -4.839 2.493 -2.133
H -6.048 4.540 -1.345
H -5.329 5.696 0.692
H -3.414 4.864 2.028
*
```

Values from the calculation:
relative energy (zero: lowest compared OMol25 entry of this formula, charge and spin): 0.0 kJ/mol
E_tot: -117627.39483 eV
frontier orbital gap: 8.31 eV
E_LUMO: -0.2 eV

---

Record 10
Molecular formula: C2H8N2P2
Method: DFT, the ωB97M-V functional and the def2-TZVPD basis

ORCA input file:
```
! RIJCOSX wB97M-V def2-TZVPD def2/J DEFGRID3
* xyz 0 1
C 1.506 -0.059 -0.118
C 0.189 0.747 0.258
N 1.086 -1.454 0.244
N -0.941 -0.027 0.591
P -0.490 -1.774 0.129
P -2.470 0.398 -0.215
H 1.639 0.069 -1.244
H 2.338 0.265 0.344
H 0.539 1.306 1.222
H -0.031 1.503 -0.563
H 1.714 -1.904 0.907
H -0.462 -1.680 -1.276
H -1.796 1.242 -1.075
H -2.821 1.370 0.795
*
```

Values from the calculation:
relative energy (zero: lowest compared OMol25 entry of this formula, charge and spin): 26.5 kJ/mol
E_tot: -23759.87111 eV
frontier orbital gap: 9.73 eV
E_LUMO: 1.0 eV
structure (SMILES): PN1CCNP1